(1)
Below is one molecule with the formula C2H3NO3, with properties calculated with ωB97M-V with the def2-TZVPD basis set.

Structure (XYZ):
```
9
Properties=species:S:1:pos:R:3:forces:R:3:lowdin_spin:R:1
C 1.26169 0.24190 0.05059 0.585 3.224 -0.073 0.811
C -0.16709 0.10238 -0.04163 0.640 -0.615 0.720 0.091
N 2.47243 -0.09078 0.17560 1.700 -1.951 0.245 0.942
O -0.47328 -0.99503 -0.83182 -1.181 -0.700 -0.863 0.048
O -0.56774 1.34828 -0.46285 -2.174 0.597 0.566 0.092
O -0.69688 -0.09217 1.24782 -0.016 -0.926 -1.006 0.012
H 0.01232 -1.12263 -1.67729 -0.187 0.748 1.012 0.001
H -1.22592 1.66453 0.22821 0.975 -0.437 -1.297 0.002
H -0.61552 -1.05649 1.31135 -0.342 0.060 0.695 0.000
```
Forces are in eV/Å.

Properties
- LUMO energy (spin up / spin down) (eV) = 0.503 / -3.270
- ⟨S²⟩ = 2.0042
- HOMO-LUMO gap (spin up / spin down) (eV) = 7.35 / 8.34
- 2S+1 = 3



(2)
Below is an isolated ion of composition C2H3NO3P and charge -1, with properties calculated with ωB97M-V with the def2-TZVPD basis set.

Structure (XYZ):
```
10
Properties=species:S:1:pos:R:3:forces:R:3:mulliken_charge:R:1
O 3.71508 0.81721 -0.99056 -0.219 0.339 -2.042 -0.576
C 3.54360 0.20733 0.00914 0.229 -0.451 0.081 0.629
O 3.84490 0.25120 1.15287 0.490 0.197 2.462 -0.582
O 2.73712 -1.24850 -0.15077 0.094 0.629 -0.114 -0.428
C 1.46974 -1.10363 0.05073 -0.765 -0.909 -1.512 0.112
N 0.76408 -0.06751 -0.20178 0.071 0.680 1.530 -0.367
P -0.92007 0.22804 0.07218 1.787 -1.560 -0.812 -0.132
H 1.03321 -2.11132 0.19429 -0.461 0.201 0.531 0.324
H -0.96716 0.38515 -1.32586 -1.068 0.275 -0.225 0.040
H -1.39255 -1.16636 -0.01146 -0.158 0.598 0.101 -0.020
```
Forces are in eV/Å.

Properties
- LUMO energy (eV) = 4.121
- SMILES string = O=C([O-])O/C=N/P
- HOMO-LUMO gap (eV) = 8.80
- charge = -1



(3)
Below is C2H3NO3P as an isolated structure, with properties calculated with ωB97M-V with the def2-TZVPD basis set.

Structure (XYZ):
```
10
Properties=species:S:1:pos:R:3:forces:R:3:lowdin_spin:R:1
C 0.64707 0.84568 0.04176 -0.032 1.035 -1.002 0.561
C 1.83198 -0.13031 -0.06546 0.267 0.568 0.464 0.073
N 0.52503 2.05596 0.21968 0.862 0.291 1.016 0.243
O 2.95423 0.35796 -0.15152 0.258 0.093 -0.259 0.079
O 1.46577 -1.31979 -0.02391 -0.079 -0.771 -0.104 0.033
O -2.47624 -0.81108 -0.12314 -0.309 -0.085 -0.366 0.194
P -0.85459 -1.26737 0.21220 -0.974 -1.164 0.818 0.721
H -0.40070 2.45202 0.36667 -0.358 -0.109 -0.472 0.050
H -2.99280 -0.67800 0.67077 0.087 0.051 0.308 -0.001
H -0.69975 -1.50505 -1.14706 0.278 0.092 -0.402 0.047
```
Forces are in eV/Å.

Properties
- LUMO energy (spin up / spin down) (eV) = 3.730 / 2.993
- ⟨S²⟩ = 2.0059
- HOMO-LUMO gap (spin up / spin down) (eV) = 5.05 / 7.84
- charge = -1
- 2S+1 = 3



(4)
Below is one molecule with the formula C2H3NO3S, with properties calculated with ωB97M-V with the def2-TZVPD basis set.

Structure (XYZ):
```
10
Properties=species:S:1:pos:R:3:forces:R:3:mulliken_charge:R:1
C 0.15600 0.30439 -1.13733 0.383 2.949 -0.744 0.166
C -0.38407 -0.97719 -1.50055 -2.949 -2.206 -0.805 -0.411
N -0.75465 -0.39056 1.40336 1.244 -0.364 0.650 -0.525
O 1.61850 0.10322 0.97758 -1.372 -0.169 -0.131 -0.592
O -0.01999 1.92080 0.84473 -1.108 1.165 0.165 -0.612
O 0.85131 -0.87328 -1.54638 2.378 -0.697 -0.173 -0.069
S 0.28572 0.56252 0.63658 4.045 0.783 -0.432 1.089
H 0.24075 1.11602 -1.95153 -0.336 -0.895 2.058 0.331
H -0.41031 -1.32401 1.35451 0.694 -0.968 0.490 0.316
H -1.58327 -0.44191 0.91902 -2.978 0.401 -1.077 0.308
```
Forces are in eV/Å.

Properties
- LUMO energy (eV) = -0.174
- HOMO-LUMO gap (eV) = 10.51



The calculation returns the following ΔE to the lowest compared entry with this formula, charge and spin values, one per record and in order: 362.8 256.4 41.1 440.6 kJ/mol.
The calculation returns the following strongest force on any atom values, one per record and in order: 3.28 2.52 1.72 4.14 eV/A.
The calculation returns the following total energy values, one per record and in order: -358.2553 -699.8880 -699.7736 -756.5083 Eh.